10 unconnected molecules or ions with the total composition C35H86Br2NO25S8 at a distorted geometry, computed with ωB97M-V/def2-TZVPD.

Structure (XYZ):
```
157
C35H86Br2NO25S8 ωB97M-V/def2-TZVPD
C 23.603 -2.550 -3.095
C 24.715 -2.679 -4.251
C 25.186 -1.281 -4.568
C 26.073 -0.552 -3.532
C 27.271 -1.437 -3.342
C 27.000 -2.982 -2.958
N 25.894 -3.538 -3.861
O 25.693 -4.919 -3.809
C 26.639 -3.113 -1.506
C 28.386 -3.722 -3.271
C 24.216 -3.302 -5.590
H 22.826 -1.820 -3.323
H 24.153 -2.207 -2.219
H 23.084 -3.488 -2.897
H 24.317 -0.647 -4.741
H 25.795 -1.284 -5.472
H 25.549 -0.349 -2.598
H 26.397 0.411 -3.927
H 28.068 -1.085 -2.686
H 27.780 -1.420 -4.306
H 25.699 -2.714 -1.125
H 27.432 -2.755 -0.849
H 26.511 -4.181 -1.327
H 29.186 -3.424 -2.593
H 28.895 -3.557 -4.221
H 28.297 -4.807 -3.216
H 24.940 -3.356 -6.404
H 23.296 -2.815 -5.913
H 23.906 -4.317 -5.340
Br 26.626 2.525 -2.345
C 25.149 2.413 -1.061
C 23.846 2.981 -1.713
Br 23.976 4.971 -1.436
H 25.382 2.740 -0.047
H 24.985 1.342 -0.943
H 22.980 2.472 -1.291
H 23.928 2.676 -2.756
O 25.897 2.659 -5.691
S 25.075 3.778 -5.905
O 24.692 4.348 -7.204
O 23.776 3.202 -5.050
C 22.507 3.311 -5.640
C 21.727 4.112 -4.548
C 25.734 5.146 -4.832
H 22.140 2.287 -5.715
H 22.454 3.815 -6.605
H 20.874 4.622 -4.995
H 22.341 5.010 -4.478
H 21.538 3.597 -3.605
H 26.162 4.805 -3.889
H 24.978 5.932 -4.815
H 26.538 5.645 -5.372
O 22.524 -2.305 -8.422
S 22.606 -0.878 -8.608
O 22.539 -0.041 -7.397
O 23.946 -0.459 -9.503
C 24.261 0.893 -9.812
C 25.109 1.528 -8.721
C 21.259 -0.350 -9.759
H 23.354 1.429 -10.095
H 24.908 0.790 -10.683
H 25.199 2.612 -8.792
H 26.128 1.141 -8.714
H 24.693 1.387 -7.723
H 20.395 -0.939 -9.449
H 21.480 -0.435 -10.823
H 20.899 0.635 -9.464
O 20.068 1.654 -0.654
S 21.144 0.547 -0.670
O 21.827 0.080 -1.883
O 22.319 0.982 0.453
C 21.849 1.510 1.687
C 22.864 1.023 2.708
C 20.570 -0.971 0.193
H 20.856 1.295 2.082
H 21.868 2.598 1.642
H 22.962 1.693 3.561
H 23.911 0.960 2.411
H 22.537 0.114 3.215
H 19.689 -0.756 0.797
H 21.444 -1.306 0.751
H 20.248 -1.764 -0.483
O 30.282 -2.961 1.596
S 30.991 -1.999 0.815
O 31.217 -2.022 -0.651
O 30.526 -0.413 1.200
C 30.969 0.593 0.345
C 30.077 0.672 -0.916
C 32.590 -1.982 1.542
H 32.049 0.603 0.199
H 30.885 1.388 1.085
H 29.921 1.700 -1.243
H 29.027 0.448 -0.728
H 30.548 0.023 -1.653
H 32.498 -1.829 2.617
H 33.206 -1.161 1.175
H 33.026 -2.917 1.191
O 28.380 -6.181 -5.744
S 28.374 -7.152 -6.825
O 28.598 -8.516 -6.443
O 26.799 -7.130 -7.423
C 26.302 -5.818 -7.557
C 25.143 -6.002 -8.483
C 29.409 -6.701 -8.293
H 26.991 -5.173 -8.102
H 26.099 -5.540 -6.523
H 25.563 -6.189 -9.471
H 24.739 -4.990 -8.498
H 24.425 -6.700 -8.050
H 30.463 -6.532 -8.073
H 29.001 -5.769 -8.685
H 29.381 -7.462 -9.073
O 24.070 -1.822 0.955
S 25.317 -1.998 1.690
O 26.295 -3.153 1.528
O 26.137 -0.502 1.846
C 27.487 -0.552 2.413
C 28.157 0.822 2.543
C 24.804 -2.326 3.499
H 28.060 -1.171 1.722
H 27.570 -0.932 3.431
H 29.166 0.873 2.951
H 27.511 1.436 3.170
H 28.359 1.259 1.565
H 23.958 -1.698 3.776
H 25.681 -2.125 4.114
H 24.631 -3.396 3.612
O 26.695 -2.432 -8.563
S 27.794 -2.265 -7.626
O 27.687 -2.796 -6.271
O 29.171 -2.773 -8.344
C 30.275 -2.934 -7.542
C 31.570 -3.337 -8.287
C 28.320 -0.497 -7.574
H 30.091 -3.589 -6.690
H 30.442 -1.977 -7.047
H 32.033 -2.462 -8.743
H 31.433 -4.160 -8.989
H 32.248 -3.875 -7.625
H 29.160 -0.306 -6.905
H 27.591 0.134 -7.067
H 28.407 -0.105 -8.587
O 32.889 -2.212 -5.741
S 32.591 -2.179 -4.266
O 31.322 -1.630 -3.772
O 32.744 -3.751 -3.850
C 31.843 -4.337 -3.011
C 32.531 -5.210 -1.836
C 33.969 -1.370 -3.354
H 31.229 -5.052 -3.559
H 31.131 -3.606 -2.628
H 31.742 -5.768 -1.331
H 32.973 -4.526 -1.111
H 33.350 -5.847 -2.171
H 34.792 -2.084 -3.359
H 33.685 -1.066 -2.346
H 34.159 -0.522 -4.013
```

Results
⟨S²⟩ ... 0.76
Total charge ... 0
Multiplicity ... 2
HOMO-LUMO gap (alpha / beta) ... 7.302 / 8.299 eV

Here are the Löwdin charges for atoms 1 to 99, given in e:
1. C 0.01
2. C -0.43
3. C -0.14
4. C -0.21
5. C -0.12
6. C -0.38
7. N -0.05
8. O -0.05
9. C -0.05
10. C -0.02
11. C -0.02
12. H 0.06
13. H 0.05
14. H 0.08
15. H 0.12
16. H 0.10
17. H 0.09
18. H 0.04
19. H 0.10
20. H 0.09
21. H 0.05
22. H 0.08
23. H 0.10
24. H 0.05
25. H 0.06
26. H 0.08
27. H 0.06
28. H 0.07
29. H 0.08
30. Br 0.75
31. C -0.64
32. C -0.59
33. Br 0.60
34. H 0.06
35. H 0.04
36. H 0.03
37. H 0.03
38. O -0.31
39. S 0.64
40. O -0.30
41. O -0.29
42. C -0.26
43. C -0.05
44. C -0.12
45. H 0.11
46. H 0.11
47. H 0.07
48. H 0.06
49. H 0.07
50. H -0.01
51. H 0.06
52. H 0.06
53. O -0.28
54. S 0.67
55. O -0.32
56. O -0.27
57. C -0.25
58. C -0.06
59. C -0.11
60. H 0.11
61. H 0.12
62. H 0.06
63. H 0.07
64. H 0.06
65. H 0.06
66. H 0.07
67. H 0.06
68. O -0.34
69. S 0.74
70. O -0.30
71. O -0.30
72. C -0.28
73. C -0.07
74. C -0.09
75. H 0.12
76. H 0.12
77. H 0.08
78. H 0.07
79. H 0.07
80. H 0.07
81. H 0.05
82. H 0.07
83. O -0.25
84. S 0.68
85. O -0.31
86. O -0.30
87. C -0.29
88. C -0.05
89. C -0.13
90. H 0.11
91. H 0.12
92. H 0.07
93. H 0.06
94. H 0.06
95. H 0.08
96. H 0.06
97. H 0.07
98. O -0.29
99. S 0.66